The following is a DFT calculation (ωB97M-V with the def2-TZVPD basis set) of a single C4H7ClN2S molecule.

HOMO level   -8.3071 eV
Structure (SMILES)   S=C(Cl)N1CCCN1
Max |F|   0.7 eV/A
Relative energy (zero: lowest compared OMol25 entry of this formula, charge and spin)   73.5 kJ/mol
Frontier orbital gap   8.97 eV

ORCA input file:
```
! RIJCOSX wB97M-V def2-TZVPD def2/J DEFGRID3
* xyz 0 1
S 0.81174 -3.22163 0.34640
C 0.23820 -2.02916 -0.61745
Cl -0.00103 -2.24947 -2.34007
N -0.11348 -0.82563 -0.19212
C -0.42854 0.33842 -1.00008
C -0.46839 1.47890 0.02153
C 0.37918 0.92688 1.16796
N -0.01656 -0.46928 1.15883
H -1.38106 0.20078 -1.51546
H 0.35500 0.48386 -1.74994
H -1.48845 1.63880 0.36663
H -0.07767 2.40886 -0.38243
H 1.45057 1.07140 0.96796
H 0.13125 1.36632 2.13269
H 0.60924 -1.11904 1.63554
*
```

The following is a DFT calculation (ωB97M-V with the def2-TZVPD basis set) of a molecular structure, C27H48HoN8O3 at a distorted geometry.

HOMO level (spin up / spin down)   -10.0216 / -10.0227 eV
Max |F|   1.1 eV/A
Frontier orbital gap (spin up / spin down)   7.86 / 7.87 eV

ORCA input file:
```
! RIJCOSX wB97M-V def2-TZVPD def2/J DEFGRID3
* xyz 1 5
Ho -0.19830 0.02188 -0.08437
N -1.20675 -2.32101 -0.39206
C -0.76741 -3.14064 -1.52696
C -0.70011 -2.26474 -2.75908
N 0.22115 -1.11968 -2.60336
C -0.10204 -0.15540 -3.67262
C 0.46262 1.24747 -3.51167
N 0.23601 1.75610 -2.15051
C 1.60958 -1.59991 -2.68307
C 2.63276 -0.62075 -2.13546
N 2.22834 -0.14917 -0.80212
H -1.12785 -2.82571 0.48471
H -2.18626 -2.07044 -0.50811
H -1.44344 -3.97546 -1.73092
H 0.20178 -3.57356 -1.27829
H -1.69713 -1.85580 -2.93049
H -0.43349 -2.86645 -3.63805
H -1.18748 -0.07302 -3.68921
H 0.21257 -0.55168 -4.64840
H -0.02658 1.87255 -4.26610
H 1.52584 1.28900 -3.73420
H -0.75716 1.95434 -2.05068
H 0.71409 2.64331 -2.03608
H 1.86488 -1.87144 -3.71700
H 1.68035 -2.51206 -2.08899
H 2.75831 0.22962 -2.79862
H 3.60290 -1.12500 -2.09611
H 2.64666 0.75842 -0.62262
H 2.68408 -0.75569 -0.09760
O 0.04178 -1.13928 1.81943
C -0.51983 -1.32659 2.98217
C 0.09122 -2.16915 3.93600
C -0.46761 -2.37597 5.17499
C -1.67918 -1.75435 5.53181
C -2.30759 -0.94346 4.61973
C -1.76428 -0.70763 3.34082
C -2.52473 0.10413 2.44075
N -2.16449 0.42063 1.23005
N -3.11835 1.19260 0.54415
C -2.97126 1.07976 -0.74517
O -2.04390 0.37076 -1.32339
C -3.91160 1.83991 -1.61249
C -3.64009 1.96583 -2.97195
C -4.49000 2.68995 -3.79538
C -5.62410 3.28575 -3.26343
C -5.90514 3.15513 -1.90885
C -5.05449 2.43796 -1.08477
H 1.01789 -2.65992 3.66779
H 0.03184 -3.02730 5.88052
H -2.11350 -1.92023 6.50738
H -3.24891 -0.47041 4.87227
H -3.49549 0.46052 2.78383
H -2.76529 1.48049 -3.38465
H -4.27157 2.78372 -4.85102
H -6.29253 3.84603 -3.90362
H -6.79427 3.61205 -1.49514
H -5.26475 2.32904 -0.03031
C 4.88011 -2.25703 0.31553
N 3.70370 -1.71828 0.98940
C 2.85927 -2.80249 1.47748
C 4.12916 -0.82841 2.07001
C 3.01962 -0.06780 2.77374
N 2.34436 0.97984 1.99659
C 1.38270 1.62115 2.90166
C 3.27868 2.00764 1.54680
H 5.51320 -2.84213 0.99850
H 5.48257 -1.44482 -0.09310
H 4.57431 -2.90777 -0.50394
H 3.33437 -3.35342 2.30379
H 2.67924 -3.50845 0.66567
H 1.89823 -2.41358 1.80901
H 4.86191 -0.13403 1.65637
H 4.66146 -1.40019 2.84859
H 3.47268 0.38005 3.67450
H 2.24729 -0.75251 3.12359
H 1.89046 2.04547 3.78055
H 0.65054 0.89541 3.25002
H 0.86242 2.42410 2.38335
H 3.82586 2.46395 2.38557
H 2.72696 2.79957 1.03674
H 4.01270 1.60162 0.85066
C -0.30593 3.94282 0.13397
O -0.58065 2.58009 0.46400
H -0.47145 4.58686 0.99738
H -0.93145 4.27926 -0.69520
H 0.74266 4.01077 -0.15074
H -1.50175 2.51094 0.77331
*
```

The following is a DFT calculation (ωB97M-V with the def2-TZVPD basis set) of a molecular structure, C2H23B5HfO2 at a distorted geometry.

HOMO level   -2.9137 eV
Max |F|   3.1 eV/A
Relative energy (zero: lowest compared OMol25 entry of this formula, charge and spin)   0.0 kJ/mol
Frontier orbital gap   8.31 eV

ORCA input file:
```
! RIJCOSX wB97M-V def2-TZVPD def2/J DEFGRID3
* xyz -2 1
Hf -0.13809 0.34275 0.09285
B 0.69241 2.77815 0.32579
H 0.95983 1.94280 1.03557
H 0.87196 3.79452 0.84985
H 1.53460 2.74603 -0.46427
H -0.28422 2.55903 -0.18268
B 2.24761 -0.07469 -0.16969
H 3.36655 -0.21204 0.08695
H 1.80421 -0.95998 -0.69876
H 1.79402 -0.12422 0.85806
H 2.02743 0.90172 -0.66725
B 0.18467 0.74230 -2.50504
H 1.21792 1.22014 -2.71495
H -0.38433 0.50716 -3.48591
H 0.33157 -0.22276 -1.93861
H -0.36437 1.42765 -1.79816
B -0.97925 0.76806 2.53887
H -1.50624 1.01275 1.57384
H -1.70773 0.24532 3.27320
H -0.04075 0.17311 2.35371
H -0.72228 1.79005 3.02289
B -2.51753 0.44883 -0.59939
H -3.66522 0.54236 -0.50336
H -2.19058 -0.35155 0.11964
H -2.18979 0.04656 -1.63321
H -1.98358 1.42312 -0.42598
C 0.48795 -3.97303 0.25856
C -0.15196 -2.59572 0.21168
O 0.06022 -1.84057 1.19544
O -0.73160 -2.07791 -0.76228
H 0.44412 -4.29050 1.29853
H 1.51784 -4.02627 -0.09911
H 0.01461 -4.66315 -0.44678
*
```

The following is a DFT calculation (ωB97M-V with the def2-TZVPD basis set) of a gas-phase ion, C4H13N3 (charge +2) at a distorted geometry.

HOMO level   -20.1848 eV
Structure (SMILES)   C/[N+](=C/N)[NH+](C)C
Max |F|   5.7 eV/A
Relative energy (zero: lowest compared OMol25 entry of this formula, charge and spin)   435.6 kJ/mol
Frontier orbital gap   11.44 eV

ORCA input file:
```
! RIJCOSX wB97M-V def2-TZVPD def2/J DEFGRID3
* xyz 2 1
C -0.88210 0.17828 -1.51113
N -0.74667 0.24153 -0.08384
C -1.31558 1.28410 0.56603
N -0.87481 1.71842 1.73471
N 0.38485 -0.44620 0.30146
C 1.67389 0.01873 -0.08380
C 0.41474 -1.96481 -0.15454
H -1.87871 0.55166 -1.85459
H -1.01799 -0.89211 -1.88613
H -0.01948 0.69610 -1.93636
H -2.17059 1.81327 0.10323
H -1.25538 2.50093 2.27954
H -0.26684 1.05888 2.21113
H 0.36776 -0.33152 1.40355
H 1.90001 1.10473 0.20051
H 2.43333 -0.57721 0.44434
H 1.83221 -0.06837 -1.08925
H 1.07345 -2.58445 0.47631
H -0.54344 -2.33505 0.00235
H 0.89134 -1.96691 -1.12352
*
```

The following is a DFT calculation (ωB97M-V with the def2-TZVPD basis set) of a gas-phase ion, C5H9N4O (charge +1) at a distorted geometry.

HOMO level (spin up / spin down)   -11.9302 / -11.9297 eV
Max |F|   4.8 eV/A
Relative energy (zero: lowest compared OMol25 entry of this formula, charge and spin)   500.7 kJ/mol
Frontier orbital gap (spin up / spin down)   7.59 / 7.59 eV

ORCA input file:
```
! RIJCOSX wB97M-V def2-TZVPD def2/J DEFGRID3
* xyz 1 1
C -1.36624 0.76438 -1.38625
C -2.50725 0.61014 0.67734
C 2.08344 1.05023 0.76519
C -0.82301 -1.21343 0.41550
C 0.28637 -0.33856 -0.15776
N -2.20730 1.09108 -0.57557
N -1.95647 -0.51625 1.04223
N 0.78871 0.70246 0.64981
N 1.34930 -0.92759 -0.92512
O 3.02367 0.34833 0.24478
H -1.27716 0.74717 -2.48075
H -3.09228 1.14400 1.37943
H 2.16590 1.96080 1.32809
H -1.16408 -1.84331 -0.32001
H -0.48882 -1.97891 1.30310
H 0.02847 1.18152 1.25070
H 2.45639 -0.33675 -0.29960
H 1.38715 -0.49661 -1.89134
H 1.31321 -1.94871 -1.01977
*
```

The following is a DFT calculation (ωB97M-V with the def2-TZVPD basis set) of a single C4H8FNO molecule at a distorted geometry.

HOMO level   -9.0455 eV
Structure (SMILES)   C[C@@]1(F)[C@H](N)[C@@H]1O
Max |F|   8.9 eV/A
Relative energy (zero: lowest compared OMol25 entry of this formula, charge and spin)   280.2 kJ/mol
Frontier orbital gap   9.75 eV

ORCA input file:
```
! RIJCOSX wB97M-V def2-TZVPD def2/J DEFGRID3
* xyz 0 1
C 0.51969 1.75516 -1.23751
C 0.28859 0.66378 -0.19481
F 1.05684 0.73699 0.92689
C -1.07880 -0.04207 -0.03708
N -1.53969 -0.71943 1.16043
C 0.17828 -0.62445 -0.61641
O 0.71637 -1.79041 -0.12352
H 0.08482 1.43725 -2.26386
H -0.06067 2.70819 -0.84867
H 1.63187 1.76365 -1.29826
H -1.74403 0.44777 -0.83988
H -1.44054 -0.26913 2.20132
H -2.60363 -1.07147 1.11359
H 0.05985 -0.78457 -1.76875
H 0.16100 -2.01988 0.74256
*
```

The following is a DFT calculation (ωB97M-V with the def2-TZVPD basis set) of a molecular structure, C24H28FIN2O3PdSi.

HOMO level   -0.1686 eV
Max |F|   0.5 eV/A
Relative energy (zero: lowest compared OMol25 entry of this formula, charge and spin)   33.8 kJ/mol
Frontier orbital gap   3.89 eV

ORCA input file:
```
! RIJCOSX wB97M-V def2-TZVPD def2/J DEFGRID3
* xyz -2 1
Pd 0.15146 -0.55578 -0.01477
O -0.82251 2.54386 -1.03714
C -1.26429 3.01462 0.21728
C -2.67235 3.59364 0.15303
C -3.71193 2.62485 -0.41354
C -3.85969 1.39263 0.43183
C -4.77439 1.31782 1.47973
C -4.82035 0.16498 2.24617
C -3.95619 -0.87385 1.94757
C -3.07835 -0.71406 0.88400
N -3.03880 0.38377 0.13982
H -0.63341 1.58323 -0.96041
H -0.58504 3.80602 0.55957
H -1.23644 2.21121 0.95058
H -2.67478 4.51091 -0.44727
H -2.95742 3.87665 1.17356
H -3.39805 2.31142 -1.40941
H -4.67472 3.14013 -0.49799
H -5.42272 2.15999 1.69526
H -5.51337 0.08628 3.07641
H -3.93737 -1.78189 2.53604
H -2.34779 -1.47375 0.62716
C -0.37364 -4.00275 -0.16972
Si -0.15763 -2.88952 -1.69808
C -1.83795 -2.19691 -2.21179
C 0.24561 -4.14200 -3.09517
N 0.97376 -1.63040 -1.60888
C 2.30866 -1.66076 -1.78886
C 3.11671 -2.82816 -1.76423
C 4.48794 -2.81022 -1.97687
C 5.16110 -1.62123 -2.21723
C 4.41305 -0.44271 -2.23895
C 3.05512 -0.47714 -2.03801
F 2.39369 0.70044 -2.08875
H -1.41985 -4.31572 -0.08033
H -0.09894 -3.46423 0.73867
H 0.24161 -4.90638 -0.24559
H -2.66908 -2.81435 -1.85586
H -1.90203 -2.13583 -3.30370
H -1.95016 -1.18999 -1.80163
H -0.65958 -4.71696 -3.32829
H 1.02783 -4.85518 -2.82568
H 0.55944 -3.62709 -4.00838
H 2.62891 -3.76711 -1.53518
H 5.03782 -3.74548 -1.93343
H 6.23337 -1.59713 -2.36778
H 4.87643 0.52176 -2.41577
I 5.51031 4.17685 1.98914
C 3.69694 3.13009 2.23423
C 3.23743 2.31416 1.21617
C 2.03913 1.62936 1.39253
C 1.30921 1.76023 2.56474
C 1.79528 2.59468 3.56802
C 2.98992 3.28362 3.41652
C -0.02453 1.03620 2.80284
O -0.61444 1.32947 3.85853
O -0.41829 0.22097 1.92862
H 3.78848 2.20213 0.29120
H 1.65927 0.99476 0.58771
H 1.20537 2.69028 4.47030
H 3.36221 3.92957 4.20145
*
```

The following is a DFT calculation (ωB97M-V with the def2-TZVPD basis set) of 7 unconnected molecules or ions with the total composition C56H61FN2O14S2 at a distorted geometry.

HOMO level   -8.7734 eV
Structure (SMILES)   C#CCCC[C@](CCCCNC(C)=O)(CN(S)CCCC)O[C@H](S)CCF.O=C1C=CC(=O)C=C1.O=C1C=CC(=O)C=C1.O=C1C=CC(=O)C=C1.O=C1C=CC(=O)C=C1.O=C1C=CC(=O)C=C1.O=C1C=CC(=O)C=C1
Max |F|   1.1 eV/A
Frontier orbital gap   7.10 eV

ORCA input file:
```
! RIJCOSX wB97M-V def2-TZVPD def2/J DEFGRID3
* xyz 0 1
C -3.42884 -4.10322 0.94465
C -4.09752 -3.27930 1.50096
C -4.96421 -2.33359 2.20420
C -4.48875 -1.97987 3.62500
C -3.54871 -0.77223 3.78085
C -2.07412 -0.94432 3.38736
C -1.57460 -2.35778 3.72550
C -1.65737 -2.77954 5.20418
C -2.33600 -4.13686 5.46554
C -1.98150 -5.21805 4.44088
N -3.13161 -5.55550 3.57811
C -3.17928 -6.94232 3.19470
C -3.00886 -7.15923 1.71810
O -3.30347 -7.83568 3.99299
C -1.26780 0.15481 4.12928
N 0.13623 0.29601 3.68507
S 0.65517 1.93044 3.78020
C 1.08801 -0.60149 4.40954
C 1.88356 -1.58501 3.51728
C 1.60342 -1.52116 2.01188
C 2.08429 -2.80075 1.28122
O -1.83153 -0.83762 1.97160
C -1.98903 0.40592 1.33334
S -3.19186 0.30191 -0.05638
C -0.67102 0.86782 0.68645
C -0.59854 2.37534 0.71045
F 0.39029 2.81865 -0.16851
H -2.82650 -4.78791 0.39870
H -5.94798 -2.80539 2.28315
H -5.10116 -1.44329 1.59624
H -5.38448 -1.75770 4.21054
H -4.05922 -2.88069 4.06170
H -3.98820 0.08055 3.25308
H -3.56963 -0.49059 4.83833
H -2.13671 -3.04530 3.08898
H -0.54884 -2.42327 3.36931
H -2.16027 -2.02342 5.81073
H -0.64131 -2.85893 5.59667
H -2.02555 -4.47240 6.45672
H -3.41809 -3.99919 5.52989
H -1.15614 -4.88505 3.80832
H -1.65332 -6.11903 4.96894
H -3.99064 -5.35208 4.07828
H -3.25126 -8.18246 1.44493
H -3.64695 -6.44626 1.19599
H -1.97027 -6.90574 1.49318
H -1.31327 -0.01036 5.21157
H -1.76393 1.10983 3.94805
H 0.54554 2.19326 5.10509
H 0.53313 -1.13934 5.17478
H 1.80990 0.02480 4.93062
H 2.94873 -1.39413 3.66232
H 1.71217 -2.60946 3.86429
H 2.14864 -0.66953 1.60046
H 0.54412 -1.38203 1.81999
H 1.23949 -3.31357 0.81834
H 2.56502 -3.49958 1.96660
H 2.78657 -2.56003 0.48333
H -2.35704 1.18527 2.00361
H -4.22551 1.02327 0.39750
H -0.67711 0.57729 -0.36717
H 0.18426 0.38425 1.15228
H -0.38850 2.78420 1.69851
H -1.54882 2.79071 0.35800
O 4.48773 1.23598 3.75566
C 4.91638 2.30547 4.13106
C 5.91367 2.39250 5.22822
C 6.38479 3.56561 5.64110
C 5.93408 4.83892 5.02262
O 6.36526 5.90653 5.40001
C 4.93580 4.75195 3.92711
C 4.46432 3.57880 3.51348
H 6.22841 1.45197 5.66242
H 7.11237 3.65475 6.43778
H 4.62020 5.69236 3.49358
H 3.73353 3.49117 2.71922
O 0.61988 0.06403 -4.86330
C 0.39668 1.24904 -4.72530
C 0.14264 1.83613 -3.38613
C -0.10201 3.13477 -3.23847
C -0.12512 4.04903 -4.40632
O -0.34432 5.23612 -4.26918
C 0.13228 3.46482 -5.74393
C 0.37250 2.16617 -5.89077
H 0.16940 1.15318 -2.54660
H -0.29001 3.57860 -2.26975
H 0.12008 4.15331 -6.57860
H 0.56774 1.71616 -6.85589
O 1.02100 7.03622 0.17234
C 1.27930 7.71408 -0.79966
C 1.72423 9.12440 -0.65343
C 2.00499 9.87204 -1.71671
C 1.88580 9.32853 -3.09492
O 2.14426 10.01412 -4.06104
C 1.44084 7.92091 -3.23921
C 1.16242 7.17215 -2.17593
H 1.80271 9.49802 0.35974
H 2.33014 10.90166 -1.63690
H 1.35263 7.54293 -4.24973
H 0.82960 6.14753 -2.26530
O -4.60758 0.98843 -6.95346
C -4.91719 0.95683 -5.78225
C -6.16072 1.61076 -5.29820
C -6.50059 1.58250 -4.01273
C -5.65101 0.89506 -3.00823
O -5.95405 0.87813 -1.83355
C -4.41061 0.23648 -3.49126
C -4.07078 0.26617 -4.77718
H -6.76153 2.10701 -6.04966
H -7.39890 2.05471 -3.63573
H -3.80892 -0.25711 -2.73869
H -3.17051 -0.20390 -5.15316
O 5.85680 1.60349 -10.67422
C 5.23237 2.05349 -9.73915
C 4.80830 3.47709 -9.70892
C 4.12331 3.97146 -8.68162
C 3.75457 3.12080 -7.52277
O 3.12548 3.56851 -6.58708
C 4.17711 1.69812 -7.55108
C 4.86076 1.20317 -8.57907
H 5.09002 4.07668 -10.56503
H 3.80429 5.00507 -8.63581
H 3.89402 1.09798 -6.69505
H 5.17855 0.16937 -8.62460
O 3.47886 -9.13138 -1.67558
C 2.68786 -8.39255 -1.13236
C 2.11185 -8.72259 0.19679
C 1.24233 -7.91142 0.79229
C 0.81196 -6.64284 0.15332
O 0.01895 -5.90296 0.69760
C 1.38601 -6.31144 -1.17403
C 2.25587 -7.12214 -1.76982
H 2.44108 -9.65289 0.64167
H 0.80831 -8.13072 1.75998
H 1.05671 -5.38045 -1.61779
H 2.68963 -6.90296 -2.73709
*
```

Q: Among the records above, which one has the highest max |F|?
A: C4H8FNO

Q: Which formula does entry 6 have?
A: C4H8FNO